[1]
{"formula": "C18H23Cl2NO2OsPS", "method": "ωB97M-V with the def2-TZVPD basis set", "species": ["C", "C", "H", "H", "H", "O", "Cl", "Os", "P", "C", "C", "H", "H", "H", "C", "H", "H", "H", "H", "H", "H", "C", "O", "Cl", "N", "S", "C", "C", "C", "C", "C", "C", "C", "C", "C", "C", "C", "C", "H", "H", "H", "H", "H", "H", "H", "H", "H", "H", "H"], "xyz": [[1.074718, -4.199386, -3.245411], [0.901505, -3.091554, -2.251079], [0.136942, -4.781261, -3.330255], [1.874099, -4.915686, -3.117345], [1.381739, -3.801470, -4.229995], [-0.194280, -2.603639, -1.995620], [2.267048, -2.506903, -1.493959], [-0.668466, 1.529939, -1.163962], [-0.295054, 1.295693, -3.308116], [-1.728937, 1.832724, -4.313626], [1.109949, 2.395280, -3.740965], [1.176462, -0.523293, -3.935430], [0.316668, 0.127614, -5.355859], [-0.513755, -0.953358, -4.193983], [0.216213, -0.152536, -4.296216], [2.008943, 1.984449, -3.257699], [1.254978, 2.404234, -4.831573], [-1.419747, 1.997179, -5.356417], [-2.150902, 2.749757, -3.879202], [0.918521, 3.407130, -3.362525], [-2.488530, 1.038400, -4.266541], [-2.480005, 1.448768, -1.103189], [-3.661317, 1.388416, -1.085857], [0.427163, 3.453109, -0.469330], [-0.409240, 0.084353, 0.124817], [0.825107, 0.123323, 1.394586], [0.042584, 1.389595, 2.396897], [-1.327914, 1.624598, 2.412695], [-1.839869, 2.703013, 3.147276], [-1.009354, 3.516788, 3.911007], [0.365164, 3.264337, 3.895304], [0.889715, 2.207967, 3.154425], [0.643933, -1.286736, 2.565135], [1.816011, -1.987127, 2.876367], [1.802600, -3.042030, 3.798034], [0.609309, -3.430880, 4.418030], [-0.552554, -2.713716, 4.132878], [-0.536357, -1.635635, 3.229097], [-0.600548, -0.884040, -0.154617], [-1.977272, 0.999467, 1.803598], [-2.909140, 2.895839, 3.132838], [-1.423430, 4.324062, 4.520946], [1.028395, 3.893176, 4.477916], [1.961533, 2.014887, 3.122360], [2.745882, -1.694167, 2.391881], [2.722954, -3.564793, 4.043401], [0.593236, -4.262431, 5.132089], [-1.484348, -2.992056, 4.626808], [-1.440372, -1.071387, 3.030390]], "forces_ev_per_angstrom": [[-0.297, -0.505, -0.829], [-3.464, -0.727, -0.936], [0.395, 0.633, -0.101], [0.348, 0.023, 0.915], [-0.582, 0.291, 0.256], [1.567, -0.329, -0.095], [1.995, 0.838, 1.016], [3.043, 1.612, 4.402], [-0.316, 0.735, -5.854], [0.002, 0.166, 0.444], [-0.012, 0.270, 0.719], [0.034, -0.015, -0.064], [-0.172, 0.283, 0.470], [-0.041, -0.070, -0.099], [0.056, -0.933, 0.959], [-0.129, 0.248, -0.172], [-0.193, -0.101, 0.331], [-0.123, -0.028, 0.348], [0.062, -0.172, -0.333], [0.197, -0.212, -0.217], [0.169, 0.217, -0.096], [-8.284, -0.464, -1.946], [5.230, 0.364, 0.470], [-0.385, -1.013, -0.426], [2.006, -1.502, 1.517], [-1.853, 0.168, 0.580], [0.454, 0.882, 0.629], [-0.406, 0.098, -0.334], [-0.175, -0.448, -0.116], [0.326, -0.276, -0.135], [-0.022, -0.120, 0.157], [0.329, -0.178, -0.321], [1.361, -0.518, -0.370], [-0.655, 2.188, -1.854], [-0.180, -1.232, 1.251], [-0.904, 0.211, 0.168], [0.534, -1.622, 1.211], [-0.148, 0.950, -0.917], [0.113, -0.081, -0.180], [-0.124, 0.209, 0.232], [0.139, -0.118, -0.023], [0.173, -0.240, -0.322], [0.031, -0.085, -0.085], [-0.127, 0.257, 0.142], [-0.042, -0.178, 0.094], [-0.007, 0.070, -0.118], [0.007, 0.368, -0.337], [0.172, 0.147, -0.150], [-0.101, -0.062, 0.123]], "de_lowest_ev": 0.000, "multiplicity": 5, "charge": 3, "orbital_gap_ev": [7.0, 4.1]}



[2]
{"formula": "C18H23Cl3N4O2", "method": "ωB97M-V with the def2-TZVPD basis set", "species": ["C", "C", "C", "N", "C", "N", "C", "O", "C", "C", "C", "C", "C", "Cl", "Cl", "Cl", "C", "O", "N", "C", "C", "C", "C", "C", "C", "N", "C", "H", "H", "H", "H", "H", "H", "H", "H", "H", "H", "H", "H", "H", "H", "H", "H", "H", "H", "H", "H", "H", "H", "H"], "xyz": [[-1.230416, -4.094027, -0.804641], [-1.308799, -2.617809, -0.704329], [-0.330520, -1.696162, -0.953705], [0.999280, -2.040710, -1.305589], [2.084114, -1.454510, -0.557148], [2.206063, -0.028467, -0.693207], [3.375385, 0.556364, -1.061689], [4.391777, -0.082676, -1.240058], [3.273842, 2.057794, -1.219488], [3.510055, 2.807353, 0.105603], [2.464549, 2.443199, 1.156748], [4.917871, 2.544603, 0.632644], [1.986435, -1.844373, 0.933807], [3.516772, -1.441079, 1.738081], [0.685284, -0.987691, 1.782129], [1.705608, -3.581485, 1.083318], [-0.907941, -0.381471, -0.776426], [-0.415274, 0.741249, -0.866244], [-2.228468, -0.618845, -0.435073], [-3.076850, 0.328029, 0.161108], [-3.731156, 0.042394, 1.356141], [-4.555755, 0.993664, 1.927539], [-4.716279, 2.231388, 1.327040], [-4.043459, 2.520240, 0.151467], [-3.229688, 1.571896, -0.440522], [-2.452288, -1.982863, -0.318628], [-3.772884, -2.515988, -0.540868], [-0.207403, -4.370936, -1.038650], [-1.891860, -4.466601, -1.586252], [-1.516790, -4.556383, 0.138021], [1.168590, -1.908746, -2.297392], [3.025681, -1.888347, -0.932663], [1.337718, 0.513673, -0.666800], [4.034007, 2.367284, -1.938692], [2.286529, 2.314182, -1.606603], [3.415005, 3.877525, -0.115839], [2.605722, 1.421756, 1.499750], [1.457325, 2.539877, 0.757067], [2.555988, 3.102774, 2.017299], [5.063010, 1.483123, 0.816869], [5.664776, 2.866696, -0.089210], [5.081226, 3.083471, 1.563503], [-3.575176, -0.909166, 1.842542], [-5.064164, 0.769849, 2.853433], [-5.356929, 2.972182, 1.780644], [-4.156622, 3.488286, -0.312426], [-2.696574, 1.789733, -1.351210], [-3.943908, -2.740211, -1.598823], [-3.889530, -3.429813, 0.040097], [-4.513857, -1.790220, -0.212687]], "forces_ev_per_angstrom": [[-0.073, 0.056, -0.019], [0.242, 0.444, 0.110], [-0.254, -0.422, -0.217], [-0.274, 0.202, -0.374], [0.406, 0.044, -0.120], [-0.240, -0.142, 0.125], [-0.340, 0.161, -0.135], [0.536, -0.086, -0.093], [0.202, 0.145, 0.050], [0.020, -0.084, 0.077], [0.153, 0.202, -0.089], [-0.170, 0.149, -0.077], [0.210, -0.100, 0.182], [-0.018, 0.013, -0.064], [0.006, 0.147, 0.259], [0.063, -0.266, 0.114], [-0.024, -0.186, -0.379], [-0.091, 0.238, 0.081], [0.112, -0.029, -0.414], [-0.285, 0.235, 0.336], [0.139, -0.013, -0.089], [-0.067, 0.034, 0.024], [-0.037, 0.049, 0.064], [-0.019, -0.016, 0.026], [0.059, -0.116, -0.048], [0.301, -0.157, 0.520], [-0.280, -0.063, -0.326], [0.033, -0.010, -0.024], [-0.039, -0.069, -0.054], [-0.025, -0.067, 0.067], [0.044, -0.012, 0.135], [-0.288, 0.117, 0.229], [0.135, -0.107, -0.051], [-0.062, -0.068, -0.040], [-0.034, 0.022, -0.054], [-0.001, -0.094, -0.033], [-0.043, -0.107, 0.070], [-0.177, -0.030, 0.011], [-0.008, 0.054, 0.109], [0.060, -0.124, 0.040], [0.140, -0.003, -0.048], [0.042, 0.051, 0.104], [0.023, -0.094, 0.016], [-0.041, -0.017, 0.073], [-0.055, 0.065, 0.039], [-0.004, 0.078, -0.047], [0.039, -0.004, -0.083], [-0.044, 0.034, 0.010], [-0.010, 0.047, -0.002], [0.036, -0.101, 0.010]], "smiles": "Cc1c(N[C@@H](NC(=O)CC(C)C)C(Cl)(Cl)Cl)c(=O)n(-c2ccccc2)n1C", "orbital_gap_ev": 8.9}



[3]
{"formula": "C18H23ClFN8O9Ru", "method": "ωB97M-V with the def2-TZVPD basis set", "species": ["Ru", "F", "C", "C", "C", "C", "O", "C", "C", "N", "C", "C", "C", "C", "C", "C", "N", "C", "C", "N", "C", "C", "C", "O", "O", "H", "H", "H", "H", "H", "H", "H", "H", "H", "H", "H", "H", "H", "H", "H", "H", "H", "H", "N", "N", "C", "N", "N", "N", "O", "O", "H", "H", "H", "H", "H", "O", "Cl", "O", "O", "O"], "xyz": [[-0.194649, 0.054519, -0.561920], [-5.283043, 4.193265, -1.527512], [-4.330781, 4.311262, -0.586491], [-3.538592, 3.238973, -0.313714], [-2.489096, 3.372048, 0.606830], [-1.587607, 2.272939, 0.841073], [-1.809566, 1.145863, 0.274841], [-0.511109, 2.496869, 1.719898], [-0.403365, 3.711771, 2.353148], [-1.211564, 4.746454, 2.116210], [-0.995038, 6.000870, 2.818127], [-0.504430, 7.186404, 2.038977], [0.405888, 6.492256, 3.006079], [-2.273022, 4.610441, 1.229770], [-3.131221, 5.686177, 0.962106], [-4.160316, 5.560245, 0.050916], [-4.977726, 6.674942, -0.229293], [-4.349361, 7.818544, -0.865511], [-5.097613, 9.092932, -0.519755], [-6.538883, 8.935467, -0.924852], [-7.160575, 7.721178, -0.285317], [-6.349956, 6.495403, -0.665396], [0.553955, 1.479277, 2.000661], [1.041354, 1.366039, 3.095812], [0.889803, 0.715545, 0.975711], [-3.678230, 2.306459, -0.842011], [0.386212, 3.872785, 3.074787], [-1.705150, 6.163590, 3.619492], [-0.899640, 8.157327, 2.301341], [-0.300854, 7.034678, 0.987569], [0.632272, 6.970154, 3.947293], [1.215717, 5.914336, 2.585461], [-2.999656, 6.621611, 1.483066], [-4.316306, 7.698701, -1.960598], [-3.319957, 7.923079, -0.527524], [-4.697923, 9.958227, -1.045461], [-5.100101, 9.277916, 0.553313], [-6.590689, 8.838427, -1.943716], [-7.069346, 9.775581, -0.685524], [-8.189446, 7.656200, -0.634438], [-7.142630, 7.896011, 0.789847], [-6.426423, 6.325782, -1.748854], [-6.795641, 5.633367, -0.173270], [-1.065431, -1.351006, 1.655952], [-1.090750, -2.719245, 1.388353], [-0.742490, -3.146012, 0.166962], [-0.790557, -4.436631, -0.110757], [-0.370471, -2.164002, -0.676831], [0.029739, -2.436133, -1.966654], [0.324058, -1.402437, -2.552611], [0.075108, -3.544003, -2.432701], [-0.344341, -1.122855, 2.334280], [-1.975156, -1.029727, 1.967061], [-1.333602, -3.384352, 2.109838], [-1.067845, -5.107512, 0.587171], [-0.489307, -4.756982, -1.021673], [0.125190, 3.151956, -1.286214], [0.306166, 2.179339, -2.318375], [-0.918089, 1.320501, -2.356816], [0.578506, 2.749449, -3.568685], [1.351991, 1.221113, -1.891565]], "forces_ev_per_angstrom": [[-0.083, -0.308, -0.144], [-0.028, 0.021, 0.004], [0.063, 0.070, 0.024], [0.034, 0.024, 0.029], [-0.014, 0.130, 0.021], [0.104, -0.021, 0.112], [-0.060, 0.040, -0.074], [-0.005, 0.232, -0.048], [0.050, -0.131, -0.071], [-0.062, 0.018, -0.005], [0.022, 0.053, 0.015], [0.008, 0.001, 0.021], [-0.034, 0.018, 0.014], [0.000, -0.027, -0.006], [-0.024, -0.079, 0.008], [0.042, -0.209, -0.082], [-0.046, 0.145, 0.142], [0.065, 0.041, -0.064], [-0.021, 0.015, -0.004], [-0.011, 0.008, -0.084], [-0.012, 0.037, 0.036], [-0.056, -0.047, -0.038], [-0.129, -0.342, -0.013], [0.056, 0.134, 0.058], [0.090, 0.114, 0.134], [-0.003, -0.006, 0.000], [-0.010, -0.020, -0.005], [0.001, -0.008, -0.016], [-0.004, 0.017, 0.004], [0.003, -0.014, -0.015], [0.003, 0.002, 0.005], [0.017, -0.014, -0.015], [-0.013, 0.044, -0.008], [0.006, 0.000, -0.005], [-0.023, -0.003, 0.012], [0.021, -0.018, 0.011], [0.028, -0.004, -0.012], [-0.013, 0.018, 0.041], [0.020, -0.031, 0.010], [0.012, -0.034, 0.007], [-0.018, -0.023, -0.028], [-0.018, 0.004, 0.009], [0.016, 0.009, 0.004], [0.005, -0.053, 0.025], [-0.067, 0.027, 0.125], [0.048, -0.025, -0.084], [0.079, 0.050, -0.048], [-0.002, -0.131, -0.117], [-0.035, 0.020, 0.001], [0.035, 0.098, -0.048], [-0.004, -0.103, 0.018], [-0.006, -0.042, 0.049], [0.022, -0.012, -0.014], [0.025, 0.060, -0.023], [-0.002, 0.008, 0.001], [-0.031, 0.036, 0.051], [-0.003, 0.133, -0.051], [-0.003, -0.065, 0.139], [0.151, 0.119, 0.067], [0.016, -0.144, -0.135], [-0.198, 0.169, 0.061]], "multiplicity": 6, "charge": 2, "orbital_gap_ev": [8.6, 7.3]}



Question: Number 2 is which compound?
Answer: C18H23Cl3N4O2